Computed, not measured: a structure of composition C16H26ClO4PSeSiSn at a distorted geometry, with ωB97M-V with the def2-TZVPD basis set.

strongest force on any atom: 3.0 eV/A
E_tot: -4632.445726 Eh
net charge: +2
LUMO energy: -0.25785 hartree
energy above the lowest of the compared OMol25 structures with the same formula, charge and spin: 1.689 eV
HOMO level: -0.48191 hartree

Last column: Mulliken charge in e.
Atoms and positions in Å:
Sn -1.736 -0.892 -3.058  0.271
C 0.459 3.602 2.767  -1.327
C 0.099 2.206 3.098  1.194
C 0.856 1.495 4.010  -0.973
C 0.482 0.194 4.390  0.083
Cl 1.344 -0.608 5.640  -0.187
C -0.582 -0.413 3.736  -0.949
C -1.217 0.266 2.677  -0.229
C -0.907 1.573 2.409  0.453
O -1.457 2.320 1.422  -0.494
C -2.291 1.654 0.481  -1.112
C -1.575 0.834 -0.568  1.064
O -0.288 1.003 -0.740  -0.047
O -2.327 0.086 -1.259  -0.593
H 1.311 3.924 3.365  0.423
H -0.316 4.278 2.998  0.384
H 0.616 3.746 1.666  0.140
H 1.695 1.971 4.493  0.423
H -0.959 -1.371 4.099  0.451
H -2.138 -0.162 2.323  0.461
H -2.828 2.437 -0.099  0.429
H -3.133 1.148 0.908  0.532
C -3.221 -3.844 -2.579  -1.225
P -1.820 -3.214 -1.706  0.765
C -0.496 -4.432 -2.050  -1.171
C -2.168 -3.301 0.086  -0.935
H -3.615 -4.762 -2.169  0.413
H -2.919 -3.969 -3.687  0.386
H -4.074 -3.073 -2.639  0.365
H -0.982 -5.356 -1.829  0.440
H 0.401 -4.201 -1.490  0.370
H -0.273 -4.517 -3.182  0.353
H -2.033 -4.334 0.296  0.427
H -3.152 -3.004 0.325  0.411
H -1.421 -2.753 0.679  0.101
O 1.308 -2.454 -0.182  -0.191
C 0.871 -1.696 0.509  0.158
C 3.682 1.136 -3.121  -1.083
Si 2.839 1.876 -1.762  0.336
C 2.322 3.582 -1.969  -0.956
C 2.803 1.062 -0.133  -0.528
Se 0.530 0.330 -2.258  0.174
H 4.727 1.199 -3.164  0.436
H 3.413 1.632 -4.053  0.399
H 3.480 0.068 -3.283  0.349
H 2.410 4.223 -1.112  0.402
H 1.223 3.594 -2.190  0.332
H 2.824 4.112 -2.806  0.379
H 3.301 1.694 0.596  0.423
H 3.154 0.054 -0.103  0.360
H 1.779 1.056 0.218  -0.087